1.
A cluster of 2 separate species, C2H8S3 in total in a non-equilibrium geometry, computed with ωB97M-V with the def2-TZVPD basis set.

Computed properties:
E_LUMO	0.3	eV
DFT total energy	-34708.846	eV
M	128.3	g mol⁻¹
structure (SMILES)	CSC.SS
energy relative to the best compared isomer or geometry (same formula, charge and spin)	12.7	kcal/mol

Cartesian coordinates (Å):
1 H -2.00491 -0.02274 1.05446
2 S 0.85489 0.68109 -0.71773
3 H 0.61884 -1.50302 -1.78967
4 C 1.28872 0.79341 1.03741
5 S -2.86863 -0.67388 0.24922
6 H 2.21944 0.28196 1.25070
7 H 0.45938 0.39033 1.62658
8 H -2.57297 1.73714 -0.87980
9 H 0.52670 -1.53349 0.01275
10 S -2.84713 0.54401 -1.45541
11 H 1.25871 1.85523 1.27937
12 C 1.01418 -1.10077 -0.86227
13 H 2.05278 -1.44927 -0.80561

2.
The molecule C2H8Si2 in a non-equilibrium geometry, computed with ωB97M-V with the def2-TZVPD basis set.

Computed properties:
E_LUMO	1.0	eV
DFT total energy	-17956.398	eV
M	88.3	g mol⁻¹
structure (SMILES)	C=C[SiH2][SiH3]
energy relative to the best compared isomer or geometry (same formula, charge and spin)	12.3	kcal/mol

Cartesian coordinates (Å):
1 H -2.83659 -0.19043 1.24994
2 Si -2.21482 -0.30856 0.00269
3 H -0.31609 2.16084 -0.86063
4 H 1.38073 -1.04280 -1.23816
5 H 2.42716 0.28147 1.16115
6 H 3.22842 -0.92706 0.02805
7 H -3.40361 0.17392 -1.01148
8 C 1.33901 -0.29016 -0.48782
9 Si -0.23969 0.89816 -0.08378
10 C 2.44941 -0.24601 0.21925
11 H -0.00207 1.28293 1.22522
12 H -1.81185 -1.79229 -0.20442

3.
A structure of composition C2H9AgF2O5 in a non-equilibrium geometry, computed with ωB97M-V with the def2-TZVPD basis set.

Computed properties:
spin multiplicity	2
net charge	-1
E_LUMO (spin up / spin down)	3.2 / 2.5	eV
DFT total energy	-21891.827	eV
M	259.0	g mol⁻¹
energy relative to the best compared isomer or geometry (same formula, charge and spin)	0.0	kcal/mol

Cartesian coordinates (Å):
1 F 0.06684 2.70325 -1.35507
2 H 2.04025 0.04672 -2.41708
3 H 1.08064 -3.32863 1.85070
4 O -2.16705 2.00316 0.35478
5 F -1.77907 0.66247 -2.20861
6 H 1.15017 2.66428 1.24288
7 O 1.28532 -0.97279 0.45808
8 H -2.79029 2.10907 1.07744
9 O 0.83999 1.76595 1.39574
10 H 0.75489 0.55571 -3.10837
11 H 0.98804 -3.55197 0.12114
12 Ag -0.27115 0.81815 -0.47057
13 H 0.94260 1.59730 2.33508
14 C 0.26718 -1.63822 0.76033
15 O -0.90185 -1.18605 0.62179
16 O 1.09021 0.13509 -2.30900
17 C 0.45917 -3.12942 0.97368
18 H -0.48461 -3.66016 1.09955
19 H -2.57128 2.40609 -0.42249

4.
The ion C2H9BNO2 with charge +1 in a non-equilibrium geometry, computed with ωB97M-V with the def2-TZVPD basis set.

Computed properties:
net charge	+1
E_LUMO	-3.4	eV
DFT total energy	-8477.118	eV
M	89.9	g mol⁻¹
structure (SMILES)	C[C@@H]([NH3+])B(O)O
energy relative to the best compared isomer or geometry (same formula, charge and spin)	21.6	kcal/mol

Cartesian coordinates (Å):
1 H -0.38673 0.27162 -2.26687
2 O -0.10688 0.02782 1.96200
3 C 0.54394 0.10165 -0.44004
4 C -0.58275 -0.34432 -1.41328
5 H 1.47723 0.32382 -0.89579
6 H -0.80226 1.30088 0.36993
7 H -0.44136 -1.27910 -1.92838
8 H -0.07172 2.13444 -0.84340
9 H 0.75196 2.03805 0.44798
10 B 0.40541 -0.70805 0.99273
11 H -1.66591 -0.26209 -1.11131
12 H 0.52501 -2.63610 1.55595
13 O 0.67976 -1.98667 0.90412
14 N 0.07299 1.44693 -0.05744
15 H -0.39870 -0.42890 2.72378

5.
A cluster of 2 separate species, C2H9BNO2 in total in a non-equilibrium geometry, computed with ωB97M-V with the def2-TZVPD basis set.

Computed properties:
net charge	+1
E_LUMO	-4.8	eV
DFT total energy	-8476.556	eV
M	89.9	g mol⁻¹
energy relative to the best compared isomer or geometry (same formula, charge and spin)	34.5	kcal/mol

Cartesian coordinates (Å):
1 H 1.38489 -0.61275 0.23985
2 C 0.05846 1.96988 -0.02404
3 H -0.61501 2.54411 -0.65674
4 H -3.39983 -1.76639 -0.05721
5 O 2.98132 -0.71370 -0.10625
6 H 3.72274 -0.40971 0.42563
7 H 1.03946 1.98688 -0.49431
8 H 3.26220 -1.51995 -0.54996
9 B -0.38764 0.37639 0.08195
10 H -1.61644 -2.29726 0.16034
11 H -2.65775 0.42494 -0.15717
12 O 0.39711 -0.63343 0.24325
13 C -2.34740 -1.51415 -0.00909
14 N -1.94644 -0.29599 -0.03314
15 H 0.12434 2.46112 0.93689

6.
A structure of composition C2H9BaFP in a non-equilibrium geometry, computed with ωB97M-V with the def2-TZVPD basis set.

Computed properties:
net charge	+1
E_LUMO	-5.7	eV
DFT total energy	-14906.696	eV
M	220.4	g mol⁻¹
energy relative to the best compared isomer or geometry (same formula, charge and spin)	0.0	kcal/mol

Cartesian coordinates (Å):
1 C -0.59877 -0.15214 -0.94924
2 H 2.17399 0.41037 1.10751
3 H -1.30100 0.28931 -0.25962
4 H 0.34022 -1.68896 0.03410
5 H -0.75246 0.55497 1.45415
6 H 0.74851 -0.65794 2.19302
7 P 0.74663 0.52558 1.33641
8 C 0.48484 -0.69477 -0.31797
9 H 0.89236 1.41159 2.46854
10 H -0.27556 0.57934 -1.66498
11 H 1.32234 -0.70052 -0.97923
12 H 0.67868 1.68308 0.37713
13 F -1.52278 -1.25758 -1.79710
14 Ba -2.93699 -0.30232 -3.00272

7.
A structure of composition C2H9ClSi2 in a non-equilibrium geometry, computed with ωB97M-V with the def2-TZVPD basis set.

Computed properties:
E_LUMO	0.3	eV
DFT total energy	-30496.618	eV
M	124.7	g mol⁻¹
energy relative to the best compared isomer or geometry (same formula, charge and spin)	36.2	kcal/mol

Cartesian coordinates (Å):
1 H 0.22139 -1.75713 -1.76875
2 H 0.08751 -1.79435 1.27301
3 Si -0.28938 2.40844 -0.06016
4 C -0.34842 -1.57316 -0.82054
5 H 2.03074 0.57225 2.04492
6 H 1.32149 -2.18181 0.29643
7 H 0.24492 3.24077 0.90509
8 H -0.82686 -0.64155 -0.96462
9 H -1.76031 2.57130 0.03384
10 Cl 3.11160 0.23071 -0.41135
11 H 0.13740 2.79704 -1.34091
12 C 0.51834 -1.44982 0.44610
13 Si 1.38034 0.21456 0.80064
14 H -0.98288 -2.52234 -0.72587

8.
A structure of composition C2H9FeO9P in a non-equilibrium geometry, computed with ωB97M-V with the def2-TZVPD basis set.

Computed properties:
spin multiplicity	5
net charge	-2
E_LUMO (spin up / spin down)	4.9 / 4.8	eV
DFT total energy	-64327.874	eV
M	263.9	g mol⁻¹
energy relative to the best compared isomer or geometry (same formula, charge and spin)	3.3	kcal/mol

Cartesian coordinates (Å):
1 O -12.73805 11.63915 16.71814
2 H -15.96225 12.06440 17.34245
3 H -12.84332 9.86885 19.40180
4 Fe -13.40994 13.67259 17.09045
5 O -13.93020 15.16702 18.46284
6 O -11.72046 14.47435 16.52546
7 O -12.36649 16.93067 16.13382
8 H -14.83750 16.14038 16.38458
9 H -15.82989 16.27850 15.29161
10 H -11.30734 9.85055 18.50857
11 H -14.39051 15.20603 19.30202
12 P -12.37486 15.54250 15.50886
13 C -12.39112 9.99676 18.42263
14 O -15.46033 12.77345 16.93600
15 C -12.58733 11.39857 17.93330
16 O -13.81705 14.82687 15.47831
17 H -16.06236 13.25582 16.36169
18 O -15.66297 16.63103 16.17078
19 O -11.52598 15.41287 14.24307
20 H -12.75815 9.26966 17.70122
21 O -12.80303 12.31714 18.78752
22 H -13.50091 16.02424 18.31095

9.
A structure of composition C2H9InO4 in a non-equilibrium geometry, computed with ωB97M-V with the def2-TZVPD basis set.

Computed properties:
E_LUMO	-4.1	eV
DFT total energy	-15576.382	eV
M	211.9	g mol⁻¹
energy relative to the best compared isomer or geometry (same formula, charge and spin)	11.0	kcal/mol

Cartesian coordinates (Å):
1 O -2.82465 0.43326 -2.44833
2 C 2.08002 -0.87914 0.44623
3 O -3.74450 0.25589 2.29506
4 H 3.11460 -1.19784 0.59026
5 C 1.94320 -0.21621 -0.88677
6 O -0.41858 1.73965 1.74641
7 H 0.44992 1.32625 1.86107
8 H 2.50994 0.71609 -0.93629
9 O 0.53999 -0.00001 -1.15589
10 H -3.91576 -0.10370 3.17616
11 H 0.49593 0.32547 -2.06100
12 H -3.69907 0.21139 -2.79948
13 H 1.53382 -1.82432 0.49154
14 H 2.30049 -0.85442 -1.69849
15 In -2.12650 0.35436 0.07838
16 H 1.76115 -0.28671 1.30113

10.
The ion C2H9N2 with charge +1 in a non-equilibrium geometry, computed with ωB97M-V with the def2-TZVPD basis set.

Computed properties:
net charge	+1
E_LUMO	-3.9	eV
DFT total energy	-5192.804	eV
M	61.1	g mol⁻¹
structure (SMILES)	NCC[NH3+]
energy relative to the best compared isomer or geometry (same formula, charge and spin)	26.5	kcal/mol

Cartesian coordinates (Å):
1 C -0.81583 0.42759 0.32603
2 H 1.01533 0.43280 -0.83222
3 H 1.60998 -1.60229 -0.58954
4 H -0.67594 1.96929 -1.10521
5 H -1.10078 0.89794 1.27092
6 H 1.25193 0.62928 1.00209
7 H 0.20298 -1.91540 0.12642
8 N -1.28134 1.25943 -0.75641
9 H -2.18191 1.15984 -1.18976
10 N 1.03605 -1.32459 0.20875
11 H -1.32055 -0.54308 0.32534
12 H 1.56835 -1.60153 1.03796
13 C 0.69174 0.21072 0.17563

11.
A cluster of 2 separate species, C2H9N2O in total in a non-equilibrium geometry, computed with ωB97M-V with the def2-TZVPD basis set.

Computed properties:
spin multiplicity	2
E_LUMO (spin up / spin down)	0.1 / 0.0	eV
DFT total energy	-7243.988	eV
M	77.1	g mol⁻¹
energy relative to the best compared isomer or geometry (same formula, charge and spin)	39.4	kcal/mol

Cartesian coordinates (Å):
1 N -1.29302 -1.01895 0.15437
2 C -1.59173 0.24329 0.50707
3 H 2.02424 2.26449 -0.20793
4 H 0.01333 -0.69879 -1.44604
5 H 0.55661 1.33444 0.06223
6 H -2.53681 0.32969 1.04795
7 H 2.14518 0.59104 -0.24067
8 H -1.96099 -1.72215 0.43437
9 H 1.83880 1.38231 1.20150
10 H -0.43292 -2.37156 -1.14141
11 H 0.73266 -1.57655 -0.07395
12 N 1.65036 1.39697 0.18760
13 C -0.17861 -1.43059 -0.66829
14 O -0.96712 1.27637 0.18320

12.
A cluster of 2 separate species, C2H9N2O in total in a non-equilibrium geometry, computed with ωB97M-V with the def2-TZVPD basis set.

Computed properties:
net charge	+1
E_LUMO	-3.2	eV
DFT total energy	-7241.634	eV
M	77.1	g mol⁻¹
energy relative to the best compared isomer or geometry (same formula, charge and spin)	16.7	kcal/mol

Cartesian coordinates (Å):
1 C 0.73009 1.90718 0.99259
2 H 2.58184 2.81435 1.29138
3 O 0.27845 0.80677 0.66620
4 N -1.28467 -1.18615 -0.23047
5 H -0.99840 -0.22740 0.02842
6 H -1.20797 -2.57473 -1.79138
7 N 1.97497 2.02215 1.48561
8 H 0.36183 -1.91393 -1.32241
9 H -0.81599 -0.83421 -2.20329
10 H 2.39419 1.10414 1.49043
11 H -2.30611 -1.24898 -0.24100
12 C -0.67250 -1.66692 -1.53180
13 H -1.12840 -1.75807 0.60894
14 H 0.09269 2.75580 0.75677